No. 1
ORCA calculation (the ωB97M-V functional and the def2-TZVPD basis) on the molecule C13H18N2OSi.

Last column: Mulliken charge in e.
Element x y z (Å)
Si (-1.8639, 0.7049, -0.8989)  0.60
O (-1.5458, -0.9321, -1.1523)  -0.49
N (2.4412, -0.2729, -0.6213)  -0.37
N (3.0537, 0.8267, 2.0163)  -0.69
C (0.7555, -1.6606, 0.4030)  0.70
C (1.3459, -0.6095, 2.9000)  -0.42
C (2.0965, -0.1226, 1.7815)  0.53
C (1.7882, -0.6641, 0.5139)  0.35
C (3.3348, 0.6685, -0.4096)  -0.34
C (0.3448, -1.5274, 2.7742)  -0.62
C (-0.3744, 1.7422, -0.3758)  -0.93
C (-2.7562, 1.5538, -2.3461)  -1.11
C (0.4651, -2.2314, -0.9952)  -1.22
C (-3.0809, 0.7608, 0.5648)  -1.04
C (0.0276, -2.0831, 1.4786)  -0.52
C (3.6236, 1.1981, 0.8899)  -0.20
C (-0.3404, -1.2199, -1.8608)  -0.32
H (-0.6864, 2.8025, -0.4817)  0.46
H (0.2511, -0.3360, -2.1497)  0.29
H (-2.4932, 0.4175, 1.4389)  0.26
H (-3.8377, 1.4723, -2.1351)  0.28
H (0.4938, 1.6281, -1.0459)  0.26
H (3.8898, 1.0475, -1.2751)  0.39
H (1.3772, -2.5946, -1.4892)  0.37
H (-0.2204, -1.8493, 3.6549)  0.37
H (-2.4929, 1.1569, -3.3368)  0.29
H (4.3895, 1.9838, 0.9550)  0.38
H (-3.4767, 1.7705, 0.7403)  0.32
H (1.5694, -0.2404, 3.9074)  0.40
H (-0.1061, 1.6239, 0.6879)  0.19
H (-2.5300, 2.6334, -2.2543)  0.35
H (-0.2341, -3.0700, -0.8202)  0.43
H (-0.7703, -2.8238, 1.3755)  0.34
H (-3.8597, 0.0057, 0.3665)  0.30
H (-0.5785, -1.7596, -2.8006)  0.36

Force components x, y, z for each atom (eV/Å):
Si -0.931 0.265 0.802
O 0.433 1.253 -0.376
N 0.375 0.574 0.759
N -0.271 -0.420 -1.722
C 0.113 -0.379 -1.312
C -0.036 0.109 0.612
C -0.695 -0.563 1.165
C -0.284 -0.376 0.072
C -0.068 -0.159 0.132
C -0.303 -0.397 -0.771
C -0.058 0.450 -0.351
C 0.182 0.020 0.575
C -0.657 0.487 0.762
C 0.904 -0.709 -0.355
C 0.549 0.707 0.955
C 0.633 0.645 -0.013
C 0.348 -1.434 -0.302
H 0.037 -0.465 0.022
H -0.188 -0.186 0.374
H -0.447 0.247 -0.184
H 0.384 -0.203 -0.402
H -0.140 -0.018 0.478
H -0.183 -0.119 0.329
H -0.318 0.244 0.068
H 0.259 0.118 -0.339
H -0.224 0.320 0.243
H -0.282 -0.345 0.005
H -0.036 -0.405 -0.035
H 0.114 0.090 -0.545
H 0.088 -0.245 -0.493
H 0.026 -0.445 -0.364
H 0.443 0.163 -0.298
H 0.333 0.290 -0.041
H 0.002 0.497 0.222
H -0.103 0.389 0.332

orbital gap = 8.71 eV
strongest force on any atom = 1.8 eV/A
structure (SMILES) = C[Si](C)(C)OCCc1cccc2nccnc12
E = -26680.105 eV

=====

No. 2
ORCA calculation (the ωB97M-V functional and the def2-TZVPD basis) on the molecule C13H18N4O2S.

Last column: Mulliken charge in e.
Element x y z (Å)
S (-0.6597, 2.4170, 0.5341)  -0.37
O (-7.5234, -0.6930, 0.1197)  -0.63
O (-7.1572, 0.8733, -1.3068)  -0.62
N (3.2139, -0.2072, -0.8626)  0.13
N (0.9074, 0.3109, 0.7895)  -0.04
N (-1.3559, -0.1353, 0.8068)  -0.08
N (-6.7873, 0.0784, -0.4654)  0.99
C (-3.1661, 0.8576, -0.4961)  -0.15
C (2.8170, 1.1396, -0.5055)  -0.61
C (5.6638, -0.1519, -0.7936)  -1.39
C (-3.5928, -0.8844, 1.1223)  -0.78
C (4.3882, -0.7064, -0.1662)  -0.21
C (-4.5073, 0.8915, -0.8018)  -0.74
C (-4.9323, -0.8520, 0.8177)  -0.42
C (1.2886, -1.0536, 0.4887)  -0.38
C (-2.6920, -0.0220, 0.4824)  0.77
C (2.0538, 1.1952, 0.8275)  -1.00
C (-5.3937, 0.0430, -0.1443)  -0.13
C (-0.3471, 0.8007, 0.6792)  0.36
C (2.0632, -1.0743, -0.8502)  -1.21
H (1.7090, 2.2099, 1.0242)  0.47
H (1.9301, -1.4258, 1.2954)  0.20
H (2.7017, 0.8700, 1.6485)  0.30
H (5.6641, -0.3515, -1.8612)  0.33
H (0.4189, -1.7028, 0.3979)  0.44
H (1.3842, -0.7361, -1.6405)  0.41
H (-1.1448, -0.9207, 1.4105)  0.31
H (3.6980, 1.7771, -0.4501)  0.31
H (4.3796, -0.4698, 0.9093)  0.19
H (2.1654, 1.5197, -1.2977)  0.29
H (5.7440, 0.9211, -0.6439)  0.32
H (6.5326, -0.6258, -0.3443)  0.42
H (2.3727, -2.0963, -1.0757)  0.44
H (-3.2279, -1.5764, 1.8683)  0.32
H (-5.6361, -1.5045, 1.3109)  0.46
H (4.3963, -1.7944, -0.2666)  0.40
H (-2.4820, 1.5122, -1.0079)  0.43
H (-4.8870, 1.5668, -1.5527)  0.45

Force components x, y, z for each atom (eV/Å):
S -0.128 0.487 -0.091
O -0.163 -0.093 0.064
O -0.099 0.115 -0.123
N 0.068 -0.128 -0.220
N -0.355 -0.111 0.007
N 0.746 -0.535 0.284
N -0.699 -0.003 -0.152
C 0.106 -0.119 0.041
C -0.174 0.105 0.245
C -0.178 -0.146 0.179
C 0.275 0.226 -0.102
C 0.193 0.100 -0.134
C -0.404 -0.191 0.084
C -0.378 0.146 -0.251
C 0.193 -0.459 -0.356
C -0.722 0.098 -0.219
C 0.444 0.402 -0.116
C 1.347 -0.065 0.352
C -0.023 0.295 0.242
C -0.214 -0.133 0.262
H 0.091 -0.168 0.041
H -0.083 -0.042 -0.020
H -0.029 -0.004 -0.009
H 0.015 -0.020 -0.104
H 0.063 0.046 0.066
H -0.058 -0.087 0.030
H 0.028 0.130 -0.191
H -0.007 0.070 -0.024
H -0.012 -0.117 -0.002
H 0.011 0.106 0.054
H 0.060 0.126 0.000
H 0.154 0.018 0.051
H -0.026 0.002 -0.024
H 0.019 -0.058 0.088
H -0.002 -0.022 0.017
H -0.037 0.023 0.079
H -0.030 -0.015 -0.018
H 0.007 0.019 -0.029

orbital gap = 7.93 eV
ΔE to the lowest compared entry with this formula, charge and spin = 97.63 kcal/mol
strongest force on any atom = 1.4 eV/A
structure (SMILES) = CCN1CCN(C(=S)Nc2ccc([N+](=O)[O-])cc2)CC1
E = -34661.095 eV

=====

No. 3
ORCA calculation (the ωB97M-V functional and the def2-TZVPD basis) on the molecule C13H18N4O3.

Last column: Mulliken charge in e.
Element x y z (Å)
O (4.1902, 0.0475, -1.6250)  -0.66
O (-4.8987, 1.3072, -0.5870)  -0.56
O (1.1093, -2.3965, 0.6716)  -0.69
N (0.8604, 2.2173, 0.8564)  -0.72
N (2.6446, -1.1345, -0.4646)  -0.03
N (-0.0607, 0.3182, 1.5679)  0.05
N (2.6324, 1.2268, -0.4768)  -0.02
C (-3.8016, -0.8147, -0.4449)  -0.85
C (1.5469, 1.1751, 0.3395)  1.12
C (3.3045, -2.3390, -0.9417)  -1.18
C (3.2185, 0.0537, -0.9012)  0.65
C (3.1727, 2.5035, -0.8892)  -1.08
C (-0.0901, 1.6623, 1.5776)  -0.32
C (1.5308, -1.2962, 0.3634)  0.44
C (-2.8433, -0.1804, 0.5586)  -0.33
C (-0.9652, -0.5954, 2.2141)  -1.12
C (-4.7720, 0.1938, -1.0267)  0.79
C (0.9973, -0.0288, 0.7582)  -0.09
C (-5.5622, -0.3152, -2.2064)  -1.26
C (-1.9429, -1.2211, 1.2161)  -0.51
H (-5.8981, -1.3349, -2.0394)  0.34
H (-4.3940, -1.5921, 0.0464)  0.37
H (-3.4280, 0.3410, 1.3195)  0.24
H (2.7759, -3.1914, -0.5217)  0.37
H (-2.2389, 0.5685, 0.0418)  0.29
H (-0.3744, -1.3893, 2.6786)  0.36
H (3.4598, 3.0806, -0.0107)  0.33
H (-6.4125, 0.3340, -2.3970)  0.35
H (4.3460, -2.3401, -0.6223)  0.33
H (3.2751, -2.3706, -2.0306)  0.33
H (4.0398, 2.3105, -1.5174)  0.38
H (-1.3688, -1.7593, 0.4601)  0.29
H (-4.9180, -0.3092, -3.0843)  0.31
H (-1.5077, -0.0434, 2.9856)  0.50
H (-2.5512, -1.9506, 1.7534)  0.43
H (2.4178, 3.0598, -1.4444)  0.32
H (-0.8175, 2.2258, 2.1272)  0.43
H (-3.2514, -1.2927, -1.2578)  0.36

Force components x, y, z for each atom (eV/Å):
O 0.237 -0.095 -0.176
O -0.006 0.196 0.083
O -0.117 -0.098 0.119
N 0.439 0.415 -0.356
N 0.077 -0.232 -0.046
N 0.269 0.346 -0.046
N 0.081 -0.001 -0.044
C 0.259 0.513 0.417
C -0.822 -0.916 0.600
C 0.122 -0.282 -0.088
C -0.040 0.253 0.017
C 0.160 0.241 -0.122
C 0.014 -0.208 0.046
C -0.183 0.219 0.122
C -0.052 -0.333 -0.044
C -0.451 -0.661 0.083
C -0.019 -0.535 -0.258
C 0.451 0.570 -0.370
C -0.189 0.325 0.036
C 0.020 0.362 0.022
H -0.001 -0.131 -0.014
H -0.049 -0.102 -0.086
H 0.028 0.089 -0.021
H 0.077 0.094 -0.064
H -0.025 0.060 0.041
H -0.070 0.178 0.048
H 0.008 0.027 -0.044
H -0.031 0.021 -0.011
H -0.044 -0.018 -0.047
H 0.035 -0.019 0.053
H -0.109 0.049 0.079
H 0.014 -0.098 0.046
H 0.077 -0.061 -0.089
H 0.086 -0.022 -0.027
H 0.004 -0.087 0.012
H 0.044 0.029 0.005
H -0.244 0.007 0.181
H -0.051 -0.097 -0.059

orbital gap = 9.11 eV
ΔE to the lowest compared entry with this formula, charge and spin = 0.00 kcal/mol
strongest force on any atom = 1.4 eV/A
structure (SMILES) = CC(=O)CCCCn1cnc2c1c(=O)n(C)c(=O)n2C
E = -25877.880 eV

=====

Q: The highest E belongs to which entry?
A: C13H18N4O3